66
Properties=species:S:1:pos:R:3:forces:R:3:mulliken_charge:R:1 method="wB97M-V/def2-TZVPD" lumo_energy_ev=-2.6 fmax_ev_per_a=2.138 charge=+1 homo_lumo_gap_ev=8.072
C 2.42425 -5.17857 1.68546 0.2 0.5 -0.4 -1.0742
C 1.29808 -4.88069 0.69670 -0.1 -0.5 0.6 -0.1408
N 0.26962 -4.01286 1.28079 0.5 0.3 0.6 -0.3190
C 0.36468 -2.61088 0.89520 -0.2 -0.5 -1.4 -0.9306
C 1.77499 -1.97068 0.73518 -0.8 0.8 -0.5 0.7641
C 2.25027 -1.69896 -0.68428 0.1 -0.2 0.4 -1.5451
O 1.38653 -0.77698 -1.34944 -0.3 -0.1 -0.3 -0.2052
C 1.03905 -1.13596 -2.61388 -0.1 0.5 0.1 0.8991
F 0.33543 -2.27990 -2.61524 0.1 -0.1 -0.1 -0.2689
F 2.11041 -1.30337 -3.39039 -0.1 -0.1 0.0 -0.2655
F 0.27508 -0.17547 -3.11999 0.2 -0.2 0.1 -0.2329
C 1.61468 -0.61526 1.45118 1.8 -0.4 -0.1 -1.5092
N 0.68296 -0.95827 2.53917 -0.4 -0.8 1.1 0.6811
O 1.32411 -2.04971 3.21175 0.2 0.6 0.1 -0.5220
C 0.35116 0.04609 3.58749 0.2 0.3 -0.2 -0.5372
C 1.47064 0.29354 4.60365 -0.4 0.2 0.8 0.3798
C 1.43164 -0.58036 5.85486 0.7 -0.3 -0.5 -1.3846
F 2.71027 0.23002 4.00939 0.2 0.0 -0.3 -0.3376
C -0.45245 -1.61901 1.77542 0.2 -0.6 -2.0 -0.0965
C -1.22561 -0.75322 0.77178 -0.3 1.0 1.0 -0.6812
C -1.84412 0.57489 1.30273 -0.7 -0.1 -0.7 -1.2913
C -1.19484 1.72883 0.63093 0.2 0.7 0.4 0.4573
F -1.42942 1.80707 -0.70167 0.7 -0.5 0.5 -0.2169
C -0.38073 2.63554 1.17585 0.3 0.4 -0.8 0.4407
F -0.35323 2.95994 2.47535 0.4 -0.5 -0.7 -0.2759
F 0.49412 3.34371 0.44949 -1.0 -0.1 0.8 -0.2363
H 3.36289 -5.35174 1.16824 0.1 -0.3 -0.1 0.3211
H 2.19392 -6.04015 2.29392 -0.1 -0.1 0.3 0.3446
H 2.59075 -4.31703 2.32261 0.0 0.0 0.3 0.2181
H 0.81225 -5.82730 0.48830 -0.1 -0.1 -0.3 0.5057
H 1.67879 -4.51942 -0.25806 0.0 0.2 -0.1 0.0919
H -0.63551 -4.36341 1.01035 -0.2 0.1 -0.1 0.3590
H -0.03940 -2.56316 -0.11835 -0.3 0.3 0.0 0.8551
H 2.57027 -2.56576 1.15979 0.0 0.0 0.5 0.6366
H 3.23438 -1.24463 -0.62113 0.2 0.1 -0.1 0.4542
H 2.34409 -2.63677 -1.21904 -0.1 -0.1 -0.3 0.4162
H 1.23869 0.21128 0.86333 -0.6 -0.2 -0.2 0.2464
H 2.59496 -0.29020 1.78055 -0.1 0.1 0.8 0.8590
H 0.66672 -2.39088 3.83323 -0.2 -0.2 0.0 0.3682
H -0.50937 -0.32993 4.13016 -0.2 -0.1 0.0 0.4658
H 0.07022 0.97354 3.10864 0.1 0.0 -0.2 -0.1478
H 1.34047 1.32007 4.93311 0.0 0.3 -0.1 0.3993
H 2.43114 -0.98613 5.97542 0.2 -0.1 0.1 0.3734
H 0.77606 -1.43793 5.76979 -0.3 0.0 0.2 0.3333
H 1.22955 -0.00124 6.74373 -0.3 0.0 0.2 0.3716
H -1.16575 -2.15881 2.38748 0.3 0.2 0.8 0.4168
H -2.04376 -1.37831 0.43521 -0.1 -0.3 -0.1 0.6026
H -0.64002 -0.52994 -0.10965 0.2 -0.1 -0.1 -0.0059
H -2.88960 0.57994 1.00383 -0.2 0.1 0.1 0.4290
H -1.84589 0.66736 2.37951 0.1 0.1 0.2 0.5227
C -1.64312 3.88064 -6.48944 0.0 0.0 0.0 -0.7429
O -1.89405 2.88420 -5.51181 0.0 0.1 0.0 -0.3970
C -1.20434 3.10201 -4.29397 -0.1 -0.2 -0.1 -0.1662
C -2.09697 3.71945 -3.23959 0.1 0.3 0.1 -0.2169
O -2.50908 5.02719 -3.59448 -0.1 -0.1 -0.1 -0.3961
C -3.81877 5.08054 -4.13459 0.0 0.0 0.0 -0.7422
H -2.40166 3.78222 -7.26371 0.0 -0.1 0.0 0.2590
H -1.70087 4.88590 -6.06746 0.0 0.0 0.0 0.3285
H -0.65697 3.73246 -6.94168 0.0 0.1 0.0 0.3196
H -0.31966 3.72539 -4.45647 0.0 0.1 0.0 0.3203
H -0.86704 2.12465 -3.93676 0.0 0.0 0.0 0.0909
H -1.53008 3.80336 -2.30765 0.0 0.0 0.0 0.1462
H -2.96414 3.07793 -3.05096 0.0 0.0 0.0 0.3081
H -4.56469 4.98894 -3.33763 0.0 0.0 0.0 0.3162
H -3.98370 4.29677 -4.87668 0.0 0.0 0.0 0.3285
H -3.93824 6.04941 -4.61559 0.0 0.0 0.0 0.2563


22
Properties=species:S:1:pos:R:3:forces:R:3:mulliken_charge:R:1 method="wB97M-V/def2-TZVPD" lumo_energy_ev=-5.2 fmax_ev_per_a=2.237 charge=+1 homo_lumo_gap_ev=8.101
C 0.42377 1.99356 0.19686 -0.1 0.1 -0.3 -1.7725
C -0.03318 0.60985 0.64525 0.4 0.4 -0.6 0.5143
C -0.50832 -0.21680 -0.61574 2.0 0.9 0.6 -0.9277
C -1.32212 -1.61077 0.24118 -0.7 0.1 -0.9 -0.4909
C -2.00042 -0.77295 -0.65371 -2.1 -0.6 0.0 0.2767
O -2.87791 0.16520 -0.16908 0.3 0.5 0.4 -0.4676
N 1.00902 -0.11156 1.34603 -0.4 -0.2 0.1 -0.5013
H -0.36550 2.54856 -0.31726 0.0 -0.2 0.0 0.4656
H 1.29169 1.94902 -0.45542 0.1 -0.2 -0.2 0.4168
H 0.71065 2.58361 1.05228 0.1 0.1 0.4 0.4305
H -0.91313 0.78089 1.24360 -0.3 -0.1 0.4 0.3095
H 0.27580 -0.85287 -1.03426 0.0 -0.2 0.3 0.4470
H -0.53549 0.51154 -1.45442 -0.9 -0.3 0.2 0.4774
H -1.45236 -1.42738 1.29684 0.5 0.2 0.1 0.2711
H -0.84719 -2.51031 -0.10364 0.2 -0.1 0.0 0.2677
H -2.31378 -1.10093 -1.63034 0.6 -0.4 -0.5 0.4148
H 1.87631 0.40116 1.38507 0.1 -0.1 -0.1 0.2300
H -3.74703 -0.21531 0.01064 0.1 -0.1 -0.1 0.3662
H 0.74287 -0.37740 2.28266 0.1 0.1 0.1 0.2513
H 2.94650 -1.28302 -1.25603 0.1 -0.1 0.1 0.2988
H 4.21314 -0.43407 -1.27488 -0.4 -0.1 0.3 0.3248
O 3.42668 -0.63001 -0.73566 0.2 0.2 -0.4 -0.6024


82
Properties=species:S:1:pos:R:3:forces:R:3:mulliken_charge:R:1 method="wB97M-V/def2-TZVPD" lumo_energy_ev="2.5 / 2.5" fmax_ev_per_a=0.643 charge=-1 s_squared=2.01 multiplicity=3 homo_lumo_gap_ev="6.533 / 6.498"
Ni -0.48110 -0.37708 0.15095 0.3 0.0 0.5 0.2048
C 1.07442 0.95298 3.52705 0.0 0.0 0.0 -0.6599
C -0.03100 2.00961 3.43238 0.0 0.0 0.0 -0.6716
C -0.93536 1.92951 2.18753 0.0 0.0 0.0 -1.2517
N -1.26933 0.56806 1.81077 -0.1 0.0 -0.1 -0.0758
C -2.03707 -0.15728 2.56749 -0.1 0.0 0.0 1.0274
C -2.77180 0.35940 3.67993 0.0 0.0 0.0 -0.9088
C -3.38543 -0.26772 4.73837 0.0 0.0 0.0 -0.3119
C -3.45201 -1.61976 5.06876 0.0 0.0 0.0 -0.5344
C -3.00058 -2.65281 4.26527 0.0 0.0 0.0 -0.5042
C -2.50397 -2.63384 2.97392 0.0 0.0 0.0 -0.6600
C -2.23344 -1.56046 2.08064 0.1 0.0 0.0 0.8532
N -2.01021 -1.71151 0.79676 0.0 0.0 0.0 -0.2188
C -2.41049 -2.94496 0.14023 0.0 0.0 0.0 -1.2101
C -1.26019 -3.79341 -0.39747 0.0 0.0 0.0 -0.5060
C -0.41149 -3.00372 -1.39410 -0.1 0.1 -0.1 -1.4921
N 0.39767 -2.01488 -0.72300 -0.1 0.0 0.1 1.1294
C 1.59168 -2.31816 -0.29267 0.0 0.0 -0.1 0.8677
C 2.15159 -3.62470 -0.40617 0.0 0.0 0.0 -1.0059
C 3.43647 -4.09197 -0.22564 0.0 0.0 0.0 -0.6852
C 4.60800 -3.42469 0.10449 0.0 0.0 0.0 -0.6968
C 4.69413 -2.07099 0.40123 0.0 0.0 0.0 -0.6161
C 3.71460 -1.10754 0.51828 0.0 0.0 0.0 -0.4872
C 2.29686 -1.16620 0.36230 0.0 0.0 0.0 0.6764
N 1.49746 -0.19250 0.69796 0.0 0.1 -0.2 0.4426
C 2.02637 1.08670 1.13394 0.0 0.0 0.0 -0.8617
C 2.29407 1.17747 2.63520 0.0 0.0 0.0 -0.9352
H 0.65134 -0.03246 3.31802 0.0 0.0 0.0 0.1470
H 1.41941 0.92076 4.56489 0.0 0.0 0.0 0.4174
H 0.41258 3.01110 3.46712 0.0 0.0 0.0 0.4940
H -0.65550 1.91502 4.32367 0.0 0.0 0.0 0.3899
H -0.45252 2.38382 1.32635 0.0 0.0 0.0 0.1782
H -1.84031 2.52408 2.36576 0.0 0.0 0.0 0.5316
H -2.83596 1.44025 3.69415 0.0 0.0 0.0 0.2925
H -3.85841 0.40830 5.44594 0.0 0.0 0.0 0.3137
H -3.89135 -1.88043 6.02368 0.0 0.0 0.0 0.3029
H -3.07629 -3.64693 4.69796 0.0 0.0 0.0 0.3047
H -2.25905 -3.61025 2.57535 0.0 0.0 0.0 0.2755
H -3.03238 -2.65762 -0.71822 0.0 0.0 0.0 0.0356
H -3.04985 -3.55172 0.78644 0.0 0.0 0.0 0.7149
H -1.68796 -4.67055 -0.89461 0.0 0.0 0.0 0.4595
H -0.63289 -4.15080 0.42453 0.0 0.0 0.0 0.3161
H -1.09598 -2.47177 -2.06373 0.1 0.0 -0.1 0.4189
H 0.18703 -3.65671 -2.03636 0.0 0.0 0.1 0.5808
H 1.44881 -4.38843 -0.70909 0.0 0.0 0.0 0.2246
H 3.54737 -5.15916 -0.40105 0.0 0.0 0.0 0.3045
H 5.52290 -4.00323 0.13555 0.0 0.0 0.0 0.2985
H 5.69708 -1.70884 0.61347 0.0 0.0 0.0 0.3091
H 4.08889 -0.14546 0.84036 0.0 0.0 0.0 0.3276
H 1.30761 1.84130 0.82618 0.0 0.0 0.0 0.1684
H 2.94699 1.33957 0.59274 0.0 0.0 0.0 0.5460
H 2.71149 2.17084 2.84194 0.0 0.0 0.0 0.4094
H 3.06423 0.44869 2.90641 0.0 0.0 0.0 0.3915
S 1.59159 -0.43318 -3.13898 0.1 -0.3 -0.4 -0.5225
C 2.05916 1.16193 -3.28758 -0.4 0.3 0.4 0.2156
N 2.80992 1.74028 -2.33188 0.3 -0.1 -0.2 0.0226
C 3.28995 3.10669 -2.36114 -0.1 0.1 0.0 -0.6085
C 2.29855 3.96280 -3.13202 0.0 0.1 0.0 -0.3156
C 2.04842 3.32424 -4.48820 -0.1 0.1 0.1 -0.7672
N 1.61496 1.95683 -4.28391 0.3 -0.2 -0.2 -0.0487
H 3.12398 1.10250 -1.61831 -0.1 0.0 0.0 -0.0511
H 4.28614 3.16691 -2.81934 0.0 0.0 0.0 0.3554
H 3.37597 3.45895 -1.33203 0.0 0.0 0.0 0.3339
H 2.69502 4.97191 -3.25916 0.0 0.0 0.0 0.4148
H 1.35715 4.01197 -2.58015 0.1 0.0 -0.1 0.0439
H 2.95819 3.36617 -5.10269 0.0 0.0 0.0 0.2931
H 1.26088 3.85690 -5.02198 0.0 0.0 0.0 0.4266
H 1.10606 1.47022 -5.00042 -0.1 0.0 0.0 0.2525
Br -5.63268 3.39301 -3.71837 0.0 0.0 0.0 -0.2514
C -4.35376 2.11836 -3.10382 0.0 0.0 0.0 0.0409
C -4.69228 0.77509 -3.11797 0.0 0.0 0.0 -0.5031
C -3.75228 -0.14739 -2.68017 0.0 0.0 0.0 -0.7388
C -2.51422 0.27837 -2.22426 0.1 0.1 -0.1 0.3403
C -2.19565 1.62944 -2.20036 0.0 0.0 0.0 0.5666
C -3.12171 2.55896 -2.66088 0.0 0.0 0.0 -0.5781
C -0.85569 2.12423 -1.66752 -0.1 -0.1 0.0 -0.2002
O -0.47701 3.24591 -2.02510 -0.2 0.0 0.1 -0.8736
O -0.23876 1.35357 -0.87439 0.0 0.0 -0.1 -0.3016
H -5.66419 0.45887 -3.47068 0.0 0.0 0.0 0.4031
H -3.99165 -1.20358 -2.70074 0.0 0.0 0.0 0.4011
H -1.76020 -0.43489 -1.92016 0.0 -0.1 0.0 0.0579
H -2.85295 3.60603 -2.65963 0.0 0.0 0.0 0.5310


13
Properties=species:S:1:pos:R:3:forces:R:3:mulliken_charge:R:1 method="wB97M-V/def2-TZVPD" lumo_energy_ev=1.0 fmax_ev_per_a=4.723 smiles="C=C=CC.C#N" homo_lumo_gap_ev=9.953
C 1.65990 -1.71286 0.56063 3.9 -2.1 1.6 -0.7302
C 0.65135 -1.06817 0.15639 -0.9 0.6 -0.8 0.2186
C -0.50605 -0.61955 -0.17268 -2.3 -0.7 -1.5 -0.1014
C -0.99879 0.66477 -0.83522 0.9 0.1 1.5 -0.8789
H 2.49783 -2.24680 0.01134 -1.5 0.9 0.1 0.2220
H 1.86651 -1.79133 1.64307 -0.2 0.3 -0.4 0.1914
H -1.24172 -1.46616 -0.22227 0.4 0.8 0.2 0.2669
H -0.23610 1.48293 -0.55195 -1.7 -1.0 -1.0 0.3248
H -2.04252 0.83361 -0.52259 0.6 0.5 0.4 0.2514
H -1.15664 0.45020 -1.88724 0.7 0.3 -0.4 0.2816
C 0.85447 1.57262 2.41682 -0.1 0.3 -1.4 0.1248
N 1.07467 1.41782 1.27148 -0.4 0.8 3.9 -0.4415
H 0.56072 1.82474 3.49337 0.7 -0.7 -2.2 0.2706


23
Properties=species:S:1:pos:R:3:forces:R:3:mulliken_charge:R:1 method="wB97M-V/def2-TZVPD" lumo_energy_ev="-0.5 / -0.4" fmax_ev_per_a=2.556 homo_lumo_gap_ev="6.763 / 7.345"
C -0.79528 1.94213 1.00912 0.1 -0.1 0.0 -1.3377
C -1.23283 0.93594 0.25051 -0.1 -0.3 0.1 1.0968
C -0.79425 -0.42832 0.39594 1.0 0.9 0.3 0.5684
C -2.35706 1.07509 -0.74143 0.0 0.1 0.1 -1.3245
C -1.59747 -2.57353 0.37781 0.1 -2.5 0.5 -0.6685
C 2.79279 1.04934 0.12697 -0.2 -0.2 0.3 0.6898
O 0.33614 -0.85987 1.07768 -1.3 0.3 0.1 -0.3036
O 3.45805 -0.93622 -1.52148 0.3 -0.4 0.2 -0.6258
O 1.16648 -0.02992 -1.69871 -0.1 0.2 0.2 -0.5208
O -1.65798 -1.32361 0.07041 -0.3 0.5 -0.4 -0.2626
F 1.89276 2.01788 0.06310 0.1 -0.2 -0.2 -0.1790
F 2.94972 0.69344 1.40578 0.1 -0.1 0.1 -0.2513
F 3.94244 1.50448 -0.33655 0.0 -0.1 -0.1 -0.2102
P 1.32712 -2.04018 0.45985 0.6 1.0 -0.1 -0.0699
S 2.25849 -0.48895 -0.87808 0.0 0.3 -0.8 0.9117
H -1.20027 2.93059 0.89853 -0.1 0.2 -0.1 0.2983
H -0.04367 1.79749 1.76225 0.2 -0.1 0.2 0.3170
H -2.04784 0.69542 -1.71387 0.0 0.0 -0.1 0.2899
H -2.65155 2.11554 -0.83860 0.0 0.1 0.0 0.4042
H -3.22002 0.49393 -0.41189 0.0 0.1 -0.1 0.3016
H -2.32266 -3.21645 -0.08040 -0.2 0.1 -0.1 0.2357
H -0.86097 -2.98859 1.05817 -0.1 0.3 0.1 0.4211
H 0.65786 -2.36564 -0.73510 0.0 -0.1 -0.2 0.2194


17
Properties=species:S:1:pos:R:3:forces:R:3:mulliken_charge:R:1 method="wB97M-V/def2-TZVPD" lumo_energy_ev=1.2 fmax_ev_per_a=2.956 smiles="C/C=C/NCC" homo_lumo_gap_ev=9.220
C -1.87667 -2.06756 1.45860 -0.3 -2.9 0.0 -1.1553
C -1.05416 -0.89415 1.16930 0.5 0.5 0.7 -0.1240
C -0.15443 -0.73354 0.20209 -0.2 1.5 0.3 -0.1107
N 0.69758 0.41171 0.15041 -0.5 -0.4 -0.9 -0.3580
C 0.62293 1.13211 -1.14262 0.3 1.1 0.8 -0.4131
C 1.99555 1.84518 -1.43189 -1.7 -2.3 0.6 -1.0855
H -1.31791 -3.03816 1.56024 0.2 1.0 0.4 0.2907
H -2.46094 -1.98581 2.38059 0.0 0.2 -0.3 0.2999
H -2.51303 -2.43433 0.65472 -0.6 0.7 -0.2 0.2896
H -1.15357 -0.14189 1.96386 0.4 0.1 -0.5 0.1826
H -0.08818 -1.36925 -0.67532 0.2 -0.2 0.3 0.3469
H 0.48154 1.06384 0.89102 0.0 -0.2 0.3 0.2552
H -0.05784 1.99836 -1.07736 -0.3 -0.4 0.2 0.2360
H 0.13078 0.45771 -1.83085 0.6 -0.1 -0.7 0.4258
H 2.73821 1.08771 -1.66025 0.2 0.1 -0.5 0.2912
H 2.21285 2.09960 -0.38583 0.4 1.2 -0.7 0.2889
H 1.79728 2.56844 -2.22672 0.7 0.3 0.5 0.3398